DFT (ωB97M-V/def2-TZVPD) results for 9 unconnected molecules or ions with the total composition C36H57N9O12 at a distorted geometry.

For the max |F|, the calculation gives 11.7 eV/Å. As for the SMILES: O=[N+]([O-])c1ccccc1.O=[N+]([O-])c1ccccc1.O=[N+]([O-])c1ccccc1.CN(C)C=O.CN(C)C=O.CN(C)C=O.CN(C)C=O.CN(C)C=O.CN(C)C=O. As for the HOMO energy: -0.3243 Eh. As for the LUMO energy: -1.514 eV. The value obtained for the HOMO-LUMO gap is 7.311 eV. The spin multiplicity is 1. For the energy relative to the best compared isomer or geometry (same formula, charge and spin), the calculation gives 20.841 eV.

```
114
Properties=species:S:1:pos:R:3:forces:R:3:mulliken_charge:R:1
O -3.01485 1.42504 1.78217 0.81 -1.25 -2.08 -0.514
N -2.37418 0.85809 0.86407 0.22 1.18 1.13 0.931
O -2.54467 1.00131 -0.35081 -0.20 -0.25 1.54 -0.493
C -1.20403 0.10202 1.30150 4.67 -5.68 1.84 0.066
C -0.25609 -0.65434 0.22886 0.77 1.26 2.73 0.091
C 1.01648 -1.33865 0.64827 -3.75 1.60 4.38 -0.459
C 1.34024 -1.57189 2.14795 -1.38 1.48 -3.06 -0.425
C 0.40349 -1.09057 3.10496 -1.83 1.59 -1.95 -0.228
C -0.90128 -0.33077 2.79902 1.78 0.33 -5.04 -0.903
H -0.51869 -0.47201 -0.85120 0.50 -0.39 1.34 0.258
H 1.81662 -1.71297 0.07792 0.30 -0.28 -1.57 0.520
H 2.39847 -2.04661 2.32361 -2.48 1.00 0.12 0.181
H 0.66847 -1.08821 4.14025 -0.06 -0.41 0.57 0.481
H -1.63917 0.04009 3.52168 0.75 -0.31 0.01 0.456
O 3.32234 2.59511 -4.32558 -0.32 0.50 -0.78 -0.597
N 2.50189 2.67023 -5.26086 1.62 -1.80 3.42 0.955
O 2.79261 2.82403 -6.39391 0.19 0.81 -2.28 -0.579
C 1.18257 2.36815 -4.85501 -6.51 -1.30 1.40 0.231
C 0.04946 2.68188 -5.82794 -0.43 0.74 0.79 -0.461
C -1.36267 2.56753 -5.37644 0.27 0.33 4.08 -0.544
C -1.70212 2.28201 -3.87748 1.27 -1.15 -1.36 -0.195
C -0.62834 1.81366 -3.08774 2.19 0.95 -3.70 -0.122
C 0.82658 1.74442 -3.52069 -4.93 3.79 -4.74 -0.716
H 0.37999 3.19111 -6.89792 -1.15 -1.71 2.99 0.248
H -2.41220 2.80823 -5.70288 1.92 0.07 -1.58 0.320
H -2.83780 2.23217 -3.30893 3.36 0.40 -2.31 0.235
H -0.91505 1.52346 -2.14467 0.02 -0.81 2.30 0.498
H 1.49573 1.51168 -2.80402 2.42 -0.87 1.89 0.707
O -7.74462 -1.20282 -5.84028 3.40 -2.53 -0.72 -0.560
N -6.72039 -1.95770 -6.04803 -1.55 0.16 -1.06 0.870
O -6.54617 -2.72779 -7.01768 -1.37 1.60 1.21 -0.561
C -5.60774 -1.98492 -5.14629 3.67 1.03 5.04 0.047
C -4.36520 -2.86440 -5.42242 -0.41 5.03 4.63 -0.439
C -3.18438 -2.63640 -4.51415 -0.34 -0.02 0.05 -0.345
C -3.30038 -1.87675 -3.28356 -3.07 0.47 -1.21 -0.209
C -4.48339 -1.21121 -2.82102 -3.63 -0.60 -5.17 -0.618
C -5.68422 -1.09071 -3.79362 1.64 -3.47 -1.57 -0.371
H -4.32924 -3.44496 -6.28060 0.11 -0.95 -1.34 0.514
H -2.05244 -3.03729 -4.67131 -3.27 0.59 -0.05 0.204
H -2.55545 -1.66117 -2.57552 1.78 -0.67 0.30 0.624
H -4.67015 -0.75738 -1.86447 0.64 0.17 0.23 0.485
H -6.73406 -0.61038 -3.59654 2.47 -0.79 -0.27 0.346
C -0.43285 1.58350 6.54145 3.32 -3.99 4.70 -1.043
N 1.04329 1.62558 6.14895 -1.59 -1.10 2.37 0.033
C 1.97013 1.14491 7.18952 -3.39 -1.76 -0.41 -0.823
C 1.45815 1.63679 4.88659 -0.86 -1.20 -1.14 -0.008
O 2.57948 1.35231 4.52995 0.95 0.27 0.01 -0.596
H -0.50369 1.99671 7.59694 -0.14 -0.36 -1.55 0.396
H -1.10272 0.65710 6.44624 1.78 0.46 0.31 0.213
H -0.74548 2.14831 5.86122 -3.67 5.34 -5.02 0.519
H 1.30539 1.24187 8.10759 2.04 0.16 -0.56 0.273
H 2.87956 1.61427 7.01298 1.65 1.12 0.73 0.357
H 2.12775 0.06174 6.99177 0.06 0.42 0.38 0.253
H 0.65553 1.71502 4.13089 -0.10 0.62 0.16 0.414
C 2.83050 -5.29271 -2.09086 0.50 -2.77 3.41 -1.202
N 1.43110 -5.17804 -1.83207 -0.56 -0.22 0.99 0.116
C 0.59728 -6.28308 -1.43604 0.96 -1.50 -4.82 -1.054
C 0.85453 -3.97923 -1.82802 -4.51 -0.29 -0.84 0.353
O -0.39663 -3.70664 -1.93406 4.27 -0.80 0.75 -0.690
H 3.28823 -4.50213 -2.53454 0.58 2.39 -1.93 0.548
H 3.00639 -6.22192 -2.58756 0.12 -0.41 -0.91 0.446
H 3.46605 -5.39952 -1.16732 -0.83 -0.02 -0.20 0.313
H 1.11469 -7.22858 -1.64311 0.30 0.20 0.33 0.352
H -0.09359 -6.26301 -2.30962 -0.95 -0.39 1.57 0.365
H 0.27287 -6.30346 -0.45468 -1.09 0.49 1.74 0.337
H 1.68576 -3.38243 -1.69709 1.14 3.34 -0.15 0.147
C -5.41594 1.61184 4.37777 -9.09 4.23 6.06 -0.917
N -6.49973 1.60499 3.37912 1.46 -0.13 2.27 0.188
C -7.47431 0.52785 3.46099 0.04 -0.58 -1.24 -1.017
C -6.51705 2.52073 2.38277 -2.80 -0.96 -0.84 0.120
O -7.51045 2.53871 1.62426 2.28 0.59 0.79 -0.662
H -5.22744 2.65520 4.89701 -0.43 -1.85 -1.33 0.293
H -4.62916 1.24244 4.10217 8.80 -3.74 -3.62 0.312
H -5.72748 0.92450 5.28145 0.25 1.39 -1.68 0.366
H -7.17895 -0.39007 3.99585 0.34 0.98 0.55 0.387
H -7.43831 0.15504 2.45685 -0.86 -0.32 -0.86 0.366
H -8.51135 0.79317 3.69435 0.38 0.29 0.12 0.275
H -5.62219 3.16533 2.36949 -0.34 0.11 -0.34 0.319
C 6.96943 -2.37413 -2.44634 4.00 4.39 8.97 -1.128
N 5.78602 -2.11009 -1.59964 0.52 -1.43 -2.27 0.191
C 5.40607 -0.71734 -1.54251 -2.12 1.37 3.69 -0.894
C 5.16082 -3.17967 -1.00138 -4.32 8.90 3.49 -0.401
O 4.20111 -2.88128 -0.18351 2.56 -2.30 -2.60 -0.641
H 7.51584 -1.47912 -2.67987 -0.91 0.87 -1.03 0.356
H 6.89849 -2.98344 -3.16322 -0.73 -4.84 -5.48 0.472
H 7.97976 -2.60486 -1.68520 -2.88 -0.63 -1.76 0.289
H 6.28636 -0.14321 -1.54753 1.29 0.67 -0.75 0.425
H 5.13285 -0.49037 -0.42445 -0.18 -0.60 -1.93 0.222
H 4.61173 -0.15378 -2.16289 1.07 -1.85 0.41 0.248
H 5.61499 -4.03900 -1.17717 1.68 -4.42 -0.62 0.857
C -1.51590 5.77708 -1.94526 -1.95 -1.79 -4.74 -0.818
N -2.82921 5.66977 -1.29461 1.42 3.21 -1.38 0.205
C -3.74225 6.79079 -1.61157 2.46 -1.44 -4.48 -1.116
C -3.11380 4.71436 -0.47414 -3.23 -5.79 4.10 0.518
O -4.24958 4.47502 0.16217 5.01 1.75 -2.92 -0.674
H -1.63166 6.23835 -3.03116 -0.09 -0.39 2.37 0.329
H -1.15967 4.79464 -2.29342 -0.28 -0.13 0.64 0.138
H -0.69685 6.20781 -1.50629 1.42 1.57 1.86 0.322
H -4.48162 6.90067 -0.98361 -2.92 1.24 4.65 0.452
H -4.43621 6.44516 -2.39437 0.69 -0.12 -0.79 0.359
H -3.22751 7.69091 -2.02559 -0.33 -0.81 0.97 0.357
H -2.21928 3.80767 -0.38999 -2.18 2.65 -0.23 -0.035
C 5.28080 -1.57885 3.81738 4.78 -1.23 1.05 -1.601
N 6.69930 -1.18623 3.60465 0.46 -1.22 -0.07 0.133
C 7.41712 -0.75069 4.81519 5.68 0.94 -4.69 -1.137
C 7.37267 -1.63276 2.48271 6.83 4.68 5.19 0.169
O 8.63182 -1.37798 2.34473 -4.49 -1.36 -0.13 -0.673
H 4.76965 -0.75402 3.68501 -3.27 4.00 0.23 0.640
H 5.27629 -2.08985 4.73636 -0.71 -0.11 1.52 0.554
H 4.98017 -2.26659 3.14255 -0.77 -2.25 -2.63 0.487
H 8.22142 -1.45430 5.19023 -0.55 0.35 -1.20 0.305
H 6.89000 -0.67932 5.62448 -4.11 0.75 4.15 0.556
H 7.98639 0.27150 4.65293 -1.24 -2.01 0.15 0.266
H 6.76908 -2.11426 1.87544 -2.71 -2.50 -3.66 0.291
```
Positions in Å, forces in eV/Å.